Record 1
Computed, not measured: an isolated ion of composition C5H14NO2 and charge +1 in a non-equilibrium geometry, with ωB97M-V/def2-TZVPD.

Bonds (Å) are listed after each position.
Atoms and positions in Å:
1 C 2.566 -0.461 -0.164  C2 1.494, H9 1.092, H10 1.198, H11 1.003
2 C 1.343 0.093 0.491  C1 1.494, N3 1.511, C4 1.560, H12 1.157
3 N 1.100 1.331 -0.341  C2 1.511, H13 1.053, H14 1.016, H15 1.126
4 C 0.110 -0.856 0.380  C2 1.560, C5 1.740, H16 1.152, H17 1.071
5 C -1.333 -0.002 -0.087  C4 1.740, C6 1.545, O7 1.404, O8 1.394
6 C -2.462 -1.040 0.096  C5 1.545, H18 1.054, H19 1.001, H20 1.033
7 O -1.159 0.522 -1.378  C5 1.404, H21 0.935
8 O -1.416 1.049 0.825  C5 1.394, H22 0.994
9 H 3.241 -0.929 0.555  C1 1.092
10 H 3.110 0.436 -0.744  C1 1.198
11 H 2.374 -1.168 -0.849  C1 1.003
12 H 1.274 0.583 1.537  C2 1.157
13 H 1.129 1.160 -1.379  N3 1.053
14 H 1.720 2.130 -0.243  N3 1.016
15 H 0.114 1.853 -0.193  N3 1.126
16 H 0.014 -1.220 1.469  C4 1.152
17 H 0.184 -1.635 -0.352  C4 1.071
18 H -3.232 -0.601 -0.474  C6 1.054
19 H -2.279 -1.940 -0.302  C6 1.001
20 H -2.563 -1.253 1.102  C6 1.033
21 H -1.883 1.072 -1.595  O7 0.935
22 H -1.952 0.874 1.644  O8 0.994

Values from the calculation:
HOMO	-13.9	eV
total charge	+1
relative energy (zero: lowest compared OMol25 entry of this formula, charge and spin)	62.3	kcal/mol
SMILES string	C[C@@H]([NH3+])CC(C)(O)O
maximum force	5.31	eV Å⁻¹
Kohn-Sham gap	10.84	eV

=====

Record 2
Computed, not measured: a 6-piece molecular cluster, C14H18Cl15N2 overall in a non-equilibrium geometry, with ωB97M-V/def2-TZVPD.

Bonds (Å) are listed after each position.
Atoms and positions in Å:
1 C -3.658 -0.495 1.245  C2 1.449, N11 1.361, H12 1.124
2 C -2.278 -0.629 0.823  C1 1.449, C3 1.463, H13 1.139
3 C -1.484 0.413 0.172  C2 1.463, C4 1.549, C9 1.481
4 C -0.022 0.204 -0.297  C3 1.549, C5 1.622, N8 1.488, H14 1.125
5 C -0.183 -0.898 -1.476  C4 1.622, C6 1.600, H15 1.117, H16 1.123
6 C 0.399 -0.148 -2.763  C5 1.600, C7 1.592, H17 1.120, H18 1.125
7 C 1.542 0.676 -2.023  C6 1.592, N8 1.526, H19 1.124, H20 1.121
8 N 0.705 1.337 -0.932  C4 1.488, C7 1.526, H21 1.026, H22 1.030
9 C -2.250 1.666 -0.016  C3 1.481, C10 1.452, H23 1.116
10 C -3.625 1.650 0.452  C9 1.452, N11 1.347, H24 1.121
11 N -4.338 0.664 1.029  C1 1.361, C10 1.347
12 H -4.169 -1.381 1.712  C1 1.124
13 H -1.771 -1.631 1.013  C2 1.139
14 H 0.582 -0.134 0.589  C4 1.125
15 H 0.283 -1.865 -1.168  C5 1.117
16 H -1.276 -1.103 -1.639  C5 1.123
17 H 0.764 -0.922 -3.486  C6 1.120
18 H -0.492 0.447 -3.106  C6 1.125
19 H 2.179 1.361 -2.647  C7 1.124
20 H 2.042 -0.142 -1.442  C7 1.121
21 H 0.168 2.048 -1.440  N8 1.026
22 H 1.436 1.773 -0.351  N8 1.030
23 H -1.786 2.562 -0.492  C9 1.116
24 H -4.186 2.608 0.293  C10 1.121
25 C 4.127 3.488 -0.478  Cl26 1.764, Cl27 1.771, Cl28 1.768, H29 1.086
26 Cl 5.216 2.143 -0.823  C25 1.764
27 Cl 2.941 3.678 -1.780  C25 1.771
28 Cl 3.307 3.244 1.069  C25 1.768
29 H 4.716 4.398 -0.416  C25 1.086
30 C 5.314 3.643 4.973  Cl31 1.767, Cl32 1.770, Cl33 1.765, H34 1.085
31 Cl 3.784 4.459 5.317  C30 1.767
32 Cl 5.496 3.378 3.232  C30 1.770
33 Cl 6.673 4.574 5.607  C30 1.765
34 H 5.303 2.676 5.465  C30 1.085
35 C 0.826 -2.090 3.279  Cl36 1.775, Cl37 1.770, Cl38 1.766, H39 1.086
36 Cl -0.635 -1.356 2.590  C35 1.775
37 Cl 1.997 -2.442 2.000  C35 1.770
38 Cl 1.540 -1.033 4.501  C35 1.766
39 H 0.549 -3.025 3.756  C35 1.086
40 C -1.566 -2.700 -4.990  Cl41 1.767, Cl42 1.770, Cl43 1.766, H44 1.085
41 Cl -0.816 -1.398 -5.921  C40 1.767
42 Cl -0.404 -3.404 -3.857  C40 1.770
43 Cl -2.993 -2.109 -4.132  C40 1.766
44 H -1.881 -3.476 -5.681  C40 1.085
45 C -4.376 -4.250 0.428  Cl46 1.764, Cl47 1.767, Cl48 1.770, H49 1.085
46 Cl -6.040 -4.409 0.992  C45 1.764
47 Cl -4.309 -3.336 -1.083  C45 1.767
48 Cl -3.372 -3.466 1.657  C45 1.770
49 H -3.980 -5.244 0.245  C45 1.085

Values from the calculation:
HOMO	-12.0	eV
total charge	+1
relative energy (zero: lowest compared OMol25 entry of this formula, charge and spin)	44.2	kcal/mol
maximum force	3.98	eV Å⁻¹
Kohn-Sham gap	9.48	eV

=====

Record 3
Computed, not measured: an isolated ion of composition C3H6NOS and charge -1 in a non-equilibrium geometry, with ωB97M-V/def2-TZVPD.

Bonds (Å) are listed after each position.
Atoms and positions in Å:
1 N 1.099 1.211 1.413  C2 1.404, H7 1.010, H8 0.998
2 C 1.395 -0.035 0.837  N1 1.404, O3 1.215, C4 1.503
3 O 2.522 -0.473 0.964  C2 1.215
4 C 0.284 -0.527 -0.046  C2 1.503, C5 1.546, H9 1.116, H10 1.078
5 C -0.807 0.464 -0.513  C4 1.546, S6 1.858, H11 1.096, H12 1.116
6 S -2.192 -0.461 -1.335  C5 1.858
7 H 1.899 1.490 1.962  N1 1.010
8 H 0.178 1.547 1.607  N1 0.998
9 H -0.281 -1.257 0.580  C4 1.116
10 H 0.695 -1.101 -0.861  C4 1.078
11 H -1.083 1.448 -0.115  C5 1.096
12 H -0.228 0.892 -1.366  C5 1.116

Values from the calculation:
HOMO	-2.4	eV
total charge	-1
relative energy (zero: lowest compared OMol25 entry of this formula, charge and spin)	27.1	kcal/mol
SMILES string	NC(=O)CC[S-]
maximum force	3.84	eV Å⁻¹
Kohn-Sham gap	6.17	eV

=====

Record 4
Computed, not measured: a 9-piece molecular cluster, C20H40Br17N2O3 overall in a non-equilibrium geometry, with ωB97M-V/def2-TZVPD.

Bonds (Å) are listed after each position.
Atoms and positions in Å:
1 C -4.289 7.414 -6.798  C2 1.612, H11 1.140, H12 1.153, H13 1.156
2 C -4.270 5.802 -6.845  C1 1.612, N3 1.481, H14 1.159, H15 1.143
3 N -4.181 5.161 -5.513  C2 1.481, N4 1.381, H16 1.022
4 N -4.392 3.796 -5.493  N3 1.381, C5 1.475, H17 1.040
5 C -3.294 2.978 -6.041  N4 1.475, O6 1.441, Br7 2.031, C8 1.606
6 O -3.246 2.856 -7.475  C5 1.441, H18 0.979
7 Br -3.646 1.093 -5.374  C5 2.031
8 C -1.817 3.345 -5.528  C5 1.606, O9 1.285, O10 1.375
9 O -1.385 2.722 -4.490  C8 1.285
10 O -0.984 4.242 -6.153  C8 1.375
11 H -3.885 7.861 -5.830  C1 1.140
12 H -3.643 7.777 -7.681  C1 1.153
13 H -5.354 7.807 -7.019  C1 1.156
14 H -5.281 5.486 -7.316  C2 1.159
15 H -3.406 5.460 -7.510  C2 1.143
16 H -3.405 5.489 -4.934  N3 1.022
17 H -5.282 3.569 -5.981  N4 1.040
18 H -4.035 3.246 -7.904  O6 0.979
19 Br -3.718 0.003 1.171  C20 1.950
20 C -3.076 -0.036 -0.669  Br19 1.950, C21 1.508, H23 1.090, H24 1.092
21 C -3.583 1.148 -1.453  C20 1.508, Br22 1.950, H25 1.093, H26 1.090
22 Br -5.450 0.915 -1.964  C21 1.950
23 H -3.377 -0.995 -1.091  C20 1.090
24 H -1.987 -0.005 -0.590  C20 1.092
25 H -3.042 1.244 -2.398  C21 1.093
26 H -3.519 2.088 -0.906  C21 1.090
27 Br -0.289 0.590 2.132  C28 1.951
28 C -0.039 2.105 0.929  Br27 1.951, C29 1.509, H31 1.090, H32 1.091
29 C -0.423 3.404 1.595  C28 1.509, Br30 1.950, H33 1.091, H34 1.090
30 Br -2.360 3.616 1.672  C29 1.950
31 H -0.616 1.895 0.028  C28 1.090
32 H 1.024 2.100 0.684  C28 1.091
33 H -0.069 4.255 1.011  C29 1.091
34 H -0.054 3.491 2.617  C29 1.090
35 Br 2.215 -2.148 3.237  C36 1.949
36 C 1.255 -3.828 3.479  Br35 1.949, C37 1.508, H39 1.090, H40 1.091
37 C -0.034 -3.840 2.696  C36 1.508, Br38 1.950, H41 1.091, H42 1.090
38 Br -1.408 -2.774 3.579  C37 1.950
39 H 1.111 -3.960 4.551  C36 1.090
40 H 1.935 -4.598 3.111  C36 1.091
41 H -0.446 -4.849 2.651  C37 1.091
42 H 0.070 -3.447 1.685  C37 1.090
43 Br 5.142 -5.210 4.425  C44 1.950
44 C 5.524 -3.365 4.927  Br43 1.950, C45 1.508, H47 1.090, H48 1.091
45 C 6.927 -2.972 4.538  C44 1.508, Br46 1.950, H49 1.091, H50 1.089
46 Br 8.240 -3.719 5.772  C45 1.950
47 H 5.332 -3.280 5.997  C44 1.090
48 H 4.793 -2.766 4.383  C44 1.091
49 H 7.057 -1.890 4.610  C45 1.091
50 H 7.208 -3.302 3.539  C45 1.089
51 Br 1.124 5.093 5.252  C52 1.950
52 C -0.282 6.413 5.535  Br51 1.950, C53 1.508, H55 1.090, H56 1.091
53 C -1.413 6.226 4.555  C52 1.508, Br54 1.949, H57 1.091, H58 1.090
54 Br -0.941 6.910 2.792  C53 1.949
55 H 0.186 7.395 5.471  C52 1.090
56 H -0.627 6.245 6.556  C52 1.091
57 H -2.285 6.807 4.859  C53 1.091
58 H -1.704 5.183 4.423  C53 1.090
59 Br 9.356 -3.951 2.091  C60 1.949
60 C 11.247 -4.423 2.117  Br59 1.949, C61 1.508, H63 1.090, H64 1.091
61 C 11.690 -4.835 3.498  C60 1.508, Br62 1.950, H65 1.091, H66 1.090
62 Br 11.924 -3.286 4.658  C61 1.950
63 H 11.794 -3.565 1.726  C60 1.090
64 H 11.340 -5.256 1.419  C60 1.091
65 H 12.671 -5.311 3.461  C61 1.091
66 H 10.985 -5.501 3.997  C61 1.090
67 Br -3.902 -7.659 3.967  C68 1.949
68 C -4.135 -6.445 5.475  Br67 1.949, C69 1.508, H71 1.090, H72 1.091
69 C -3.044 -5.405 5.514  C68 1.508, Br70 1.951, H73 1.091, H74 1.090
70 Br -1.379 -6.153 6.201  C69 1.951
71 H -4.178 -7.060 6.374  C68 1.090
72 H -5.107 -5.976 5.314  C68 1.091
73 H -3.301 -4.603 6.208  C69 1.091
74 H -2.820 -4.975 4.537  C69 1.090
75 Br -2.252 -3.279 -5.107  C76 1.949
76 C -1.580 -3.313 -6.936  Br75 1.949, C77 1.509, H79 1.090, H80 1.091
77 C -2.073 -2.125 -7.724  C76 1.509, Br78 1.950, H81 1.091, H82 1.091
78 Br -3.933 -2.357 -8.262  C77 1.950
79 H -1.877 -4.269 -7.366  C76 1.090
80 H -0.494 -3.285 -6.839  C76 1.091
81 H -1.519 -2.026 -8.658  C77 1.091
82 H -2.018 -1.185 -7.172  C77 1.091

Values from the calculation:
HOMO	-4.6	eV
total charge	-1
maximum force	5.99	eV Å⁻¹
Kohn-Sham gap	6.05	eV